(1)
Molecular formula: C37H55F24N4O6
Method: DFT, ωB97M-V/def2-TZVPD

Last column: Mulliken charge in e.
CARTESIAN COORDINATES (ANGSTROEM)
C  6.22323  0.64417  1.53744  -1.125
C  5.18352  1.76650  1.70259  -0.381
C  4.02992  1.71075  0.69676  -0.802
C  2.66641  1.92654  1.34213  -0.918
C  2.52484  3.26293  2.07207  -0.194
C  1.78401  4.33904  1.25989  -1.307
N  0.82582  5.07194  2.10222  0.068
C  -0.45561  4.89958  2.11141  -1.278
N  -0.98461  3.98840  1.18890  0.519
C  -1.82732  2.98535  1.85270  0.743
C  -2.46338  2.07402  0.82997  -1.031
O  -3.06598  0.93763  1.45257  -0.347
C  -4.43475  0.98747  1.27156  0.153
O  -5.08724  0.01411  0.88219  -0.485
C  -1.73975  4.85989  0.24490  -1.308
C  -2.78439  5.70677  0.95521  -0.339
C  -2.19065  6.50151  2.12335  0.306
C  -3.35979  7.03337  2.95935  -1.526
C  -3.96772  5.99437  3.89627  0.317
C  -5.44816  6.27130  4.20011  -1.209
C  -6.38912  5.39156  3.33668  -0.727
C  -7.03601  4.25010  4.14211  -0.480
C  -8.48333  4.04899  3.66518  -0.693
O  -8.95530  2.73995  3.83746  -0.440
C  -9.05442  2.34001  5.19560  -0.766
N  -1.32726  5.56486  2.90493  0.934
C  -0.75565  6.13254  4.13610  -0.905
C  -0.15776  4.99988  4.97228  -0.107
N  -0.80458  3.95187  5.25956  -0.638
H  5.99832  -0.03208  0.72754  0.344
H  7.20237  1.08013  1.40793  0.293
H  6.29154  0.08855  2.46123  0.290
H  5.66940  2.72833  1.60475  0.314
H  4.79606  1.73092  2.71444  0.305
H  4.00233  0.72723  0.24528  0.356
H  4.15265  2.45566  -0.08288  0.283
H  1.85708  1.75901  0.64094  0.278
H  2.55847  1.14653  2.08894  0.445
H  2.03057  3.12512  3.02569  0.464
H  3.50678  3.64581  2.31705  0.467
H  1.31510  3.96479  0.36734  0.473
H  2.50040  5.08608  0.94661  0.508
H  1.23447  5.75023  2.72871  0.406
H  -2.61950  3.38939  2.47487  -0.768
H  -1.20798  2.35212  2.47739  0.558
H  -1.77252  1.81032  0.03855  0.431
H  -3.26667  2.63292  0.35392  0.515
H  -4.92837  1.93975  1.52423  0.369
H  -1.00407  5.53446  -0.18823  0.411
H  -2.14164  4.29695  -0.58381  0.673
H  -3.53410  5.04855  1.37613  -0.160
H  -3.26632  6.36970  0.25177  0.626
H  -1.57601  7.30932  1.72632  0.285
H  -4.13171  7.25350  2.23284  0.565
H  -3.10546  7.94199  3.48833  0.321
H  -3.43593  6.01086  4.84178  0.295
H  -3.83807  4.99313  3.50624  -0.122
H  -5.65424  7.32981  4.09137  0.383
H  -5.59211  6.04250  5.24524  0.522
H  -5.77541  4.92753  2.57509  0.279
H  -7.14084  6.03563  2.90202  0.575
H  -6.48350  3.33519  3.97210  0.187
H  -7.01969  4.46925  5.20112  0.421
H  -8.50620  4.25882  2.60460  0.425
H  -9.10898  4.76566  4.19905  0.378
H  -8.90552  3.16155  5.88680  0.336
H  -10.04866  1.95400  5.38013  0.291
H  -8.32689  1.56268  5.38892  0.272
H  -1.50846  6.60387  4.74479  0.559
H  0.02565  6.85486  3.89802  0.364
H  0.85778  5.08889  5.34450  0.477
H  -1.75016  3.97661  4.87095  0.317
C  -0.96472  -2.28392  -2.21168  -0.860
C  -0.51876  -2.47364  -0.74681  0.980
C  -0.39471  -1.22911  0.13421  0.343
F  0.55074  -0.37583  -0.31735  -0.223
F  -0.02584  -1.59218  1.38489  -0.319
F  0.63115  -3.17896  -0.71111  -0.238
F  -1.47548  -3.24071  -0.15517  -0.341
O  0.02362  -2.31054  -3.23325  -0.338
C  0.68251  -1.18262  -3.67528  0.783
C  2.19220  -1.27501  -3.44709  1.093
F  2.47845  -1.38315  -2.13262  -0.188
F  2.78634  -0.14309  -3.90167  -0.290
F  0.15997  -0.04978  -3.15272  -0.285
F  0.49179  -1.11382  -5.00668  -0.317
H  -1.56661  -3.16674  -2.42149  0.465
H  -1.64049  -1.43686  -2.32604  0.335
H  -1.34586  -0.69320  0.20455  -0.051
H  2.60871  -2.13476  -3.96579  -0.463
C  6.63233  -5.60063  -6.65486  -0.749
C  6.02030  -6.11950  -7.97342  0.923
C  5.48859  -5.09585  -8.98255  0.068
F  4.45788  -4.38616  -8.48724  -0.206
F  5.03963  -5.75221  -10.07538  -0.262
F  5.07208  -7.03819  -7.70118  -0.262
F  7.02874  -6.76687  -8.62140  -0.326
O  5.84643  -5.66089  -5.46598  -0.350
C  5.01551  -4.64696  -5.05375  0.776
C  3.56014  -5.10957  -4.97292  0.551
F  3.10245  -5.49581  -6.17395  -0.271
F  2.78153  -4.07663  -4.54784  -0.238
F  5.15228  -3.53281  -5.79787  -0.305
F  5.38650  -4.31576  -3.79459  -0.311
H  7.44481  -6.29483  -6.44769  0.386
H  7.10409  -4.62668  -6.77916  0.321
H  6.28158  -4.40978  -9.29292  0.279
H  3.45922  -5.93980  -4.28104  -0.213
C  2.04822  -7.51923  -0.84660  -0.919
C  1.72915  -7.27506  -2.33642  1.151
C  0.29264  -7.49182  -2.82125  0.130
F  -0.09699  -8.76869  -2.69168  -0.254
F  0.22963  -7.17579  -4.13618  -0.244
F  2.59407  -7.97042  -3.10653  -0.337
F  1.98304  -5.95013  -2.56228  -0.258
O  2.69579  -8.73054  -0.47688  -0.394
C  2.01230  -9.88279  -0.14185  0.796
C  2.35241  -11.03944  -1.08654  0.201
F  2.00228  -10.74302  -2.35147  -0.220
F  1.66502  -12.13643  -0.70335  -0.255
F  0.68684  -9.68017  -0.04613  -0.290
F  2.43802  -10.24550  1.08606  -0.299
H  2.79048  -6.75916  -0.60617  0.417
H  1.19252  -7.30449  -0.20738  0.357
H  -0.40039  -6.84490  -2.27572  0.232
H  3.42301  -11.25102  -1.05490  0.241

Results
Energy in eV: -122717.750
Gap between HOMO and LUMO in eV: 8.1748
Total charge: +1
Max |F| in eV Å⁻¹: 4.281
Energy above the lowest of the compared OMol25 structures with the same formula, charge and spin in eV: 0.000

(2)
Molecular formula: C4H12
Method: DFT, ωB97M-V/def2-TZVPD

Last column: Mulliken charge in e.
CARTESIAN COORDINATES (ANGSTROEM)
C  -1.19746  -0.95836  -2.23190  -0.468
C  0.28675  -0.58196  -2.61525  -0.877
H  -1.33398  -2.01656  -2.33729  0.257
H  -1.23427  -0.69730  -1.08173  -0.006
H  -1.82906  -0.38601  -2.81451  0.268
H  0.60919  0.24585  -1.90373  0.219
H  0.81890  -0.42803  -3.61968  0.305
H  0.91724  -1.35480  -2.30424  0.302
C  -0.38147  0.89576  2.22093  -0.661
C  1.09928  0.57492  2.46338  -0.789
H  -0.97050  0.74284  3.14653  0.265
H  -0.47708  1.94584  1.94231  0.251
H  -0.91594  0.43186  1.41051  0.156
H  1.39389  0.20123  3.45727  0.297
H  1.79184  1.52410  2.54146  0.238
H  1.42266  -0.13937  1.72594  0.242

Results
Energy in eV: -4341.194
Gap between HOMO and LUMO in eV: 12.4009
SMILES: CC.CC
Max |F| in eV Å⁻¹: 3.959
Energy above the lowest of the compared OMol25 structures with the same formula, charge and spin in eV: 1.334

(3)
Molecular formula: C4H6ClFO
Method: DFT, ωB97M-V/def2-TZVPD

Last column: Mulliken charge in e.
CARTESIAN COORDINATES (ANGSTROEM)
F  0.64640  -1.31770  -0.99709  -0.232
C  -0.24101  -1.61919  -0.04903  -0.267
C  -0.46826  -0.54169  1.03887  -0.471
O  -1.08276  0.56826  0.36881  -0.407
C  -0.35452  1.33183  -0.45842  -0.064
C  0.95951  1.50594  -0.53483  -0.149
Cl  1.64145  2.68063  -1.58433  -0.199
H  0.04109  -2.61001  0.40757  0.295
H  -1.17474  -1.79891  -0.58848  0.262
H  0.49984  -0.33778  1.51132  0.258
H  -1.12655  -0.82458  1.79670  0.387
H  -1.08874  1.95019  -0.98679  0.340
H  1.74828  1.01300  0.07570  0.244

Results
Energy in eV: -21530.993
Gap between HOMO and LUMO in eV: 9.4969
SMILES: FCCO/C=C/Cl
Max |F| in eV Å⁻¹: 3.409
Energy above the lowest of the compared OMol25 structures with the same formula, charge and spin in eV: 0.849